Density functional theory data (ωB97M-V with the def2-TZVPD basis set) for a structure of composition C32H30IPSe2Te2W.

```
! RIJCOSX wB97M-V def2-TZVPD def2/J DEFGRID3
* xyz 2 1
W -0.385 -1.887 0.090
C -1.595 -0.260 -3.590
C -0.652 -1.458 -3.698
C 0.709 -1.051 -4.251
C -0.559 -2.279 -2.428
C -1.731 -2.756 -1.808
C -1.726 -3.677 -0.755
C -0.515 -4.297 -0.359
C -0.482 -5.384 0.669
C 0.647 -3.848 -0.990
C 0.655 -2.789 -1.924
H -1.636 0.254 -4.549
H -1.236 0.449 -2.845
H -2.621 -0.544 -3.343
H -1.099 -2.159 -4.413
H 1.244 -0.403 -3.557
H 0.566 -0.501 -5.180
H 1.333 -1.917 -4.480
H -2.686 -2.389 -2.163
H -2.653 -3.952 -0.274
H -0.528 -6.360 0.182
H -1.329 -5.304 1.346
H 0.442 -5.343 1.245
H 1.593 -4.269 -0.688
H 1.599 -2.448 -2.322
I -2.853 -0.393 -0.198
C -2.890 0.911 1.436
C -3.971 0.829 2.260
C -4.218 1.862 3.181
C -3.430 2.974 3.158
C -2.311 3.070 2.295
C -1.554 4.261 2.246
C -0.485 4.367 1.409
C -0.063 3.240 0.688
C -0.752 2.045 0.700
P 0.345 0.605 0.299
C 1.456 0.878 1.730
C 0.902 0.611 2.984
C 1.631 0.853 4.136
C 2.920 1.366 4.049
C 3.463 1.654 2.806
C 2.733 1.419 1.646
C 1.246 1.105 -1.202
C 0.725 2.031 -2.105
C 1.462 2.415 -3.217
C 2.725 1.885 -3.439
C 3.245 0.948 -2.556
C 2.509 0.555 -1.447
C -1.963 1.978 1.448
H -4.659 -0.004 2.186
H -5.066 1.790 3.848
H -3.655 3.819 3.798
H -1.852 5.089 2.878
H 0.083 5.285 1.346
H 0.883 3.309 0.167
H -0.108 0.223 3.055
H 1.190 0.651 5.104
H 3.491 1.555 4.949
H 4.459 2.072 2.733
H 3.170 1.667 0.689
H -0.248 2.474 -1.933
H 1.049 3.144 -3.904
H 3.304 2.201 -4.298
H 4.230 0.530 -2.723
H 2.937 -0.162 -0.760
Se -1.508 -2.256 2.244
Te -0.156 -3.091 4.196
Te 2.272 -3.113 3.254
Se 1.955 -2.081 0.949
*
```

Results
electronic energy: -7281.9549 hartree
largest force on an atom: 1.29 eV Å⁻¹
LUMO level (alpha / beta): -7.88 / -7.88 eV
Kohn-Sham gap (alpha / beta): 4.48 / 4.48 eV